<P>
Molecular formula: C2H6NO2P
Method: DFT, ωB97M-V with the def2-TZVPD basis set

Summary:
E_HOMO: -0.30821 Ha
SMILES string: [O-]P1[NH2+][C@@H]1CO

Each line ends with the Mulliken charge.
CARTESIAN COORDINATES (ANGSTROEM)
O1 -3.25 -0.55 0.86  -0.52
P1 -2.08 0.37 0.88  0.22
N1 -0.37 -0.69 1.29  -0.41
C1 -0.53 -0.37 -0.07  -0.02
C2 0.33 0.66 -0.69  -0.54
O2 -0.22 1.36 -1.79  -0.50
H1 0.49 -0.44 1.79  0.23
H2 -0.39 -1.76 1.36  0.30
H3 -1.01 -1.24 -0.70  0.33
H4 0.48 1.37 0.16  0.34
H5 1.14 0.11 -1.24  0.24
H6 -1.04 1.99 -1.54  0.31

<Q>
Molecular formula: C2H6NO2P
Method: DFT, ωB97M-V with the def2-TZVPD basis set

Summary:
E_HOMO: -0.33909 Ha

Each line ends with the Mulliken charge.
CARTESIAN COORDINATES (ANGSTROEM)
C1 -1.41 -0.34 -1.47  0.85
C2 -1.83 0.22 -2.55  -0.92
N1 0.46 -1.33 2.32  -0.50
O1 -1.23 -0.83 -0.43  -0.40
O2 -0.15 1.08 1.74  -0.50
P1 0.58 -0.06 1.20  0.48
H1 2.99 2.06 0.21  -0.07
H2 -2.44 1.05 -2.41  0.26
H3 -1.67 -0.19 -3.62  0.23
H4 0.96 -2.19 2.05  0.25
H5 0.19 -1.01 3.20  0.25
H6 3.54 1.54 -0.24  0.07

<R>
Molecular formula: C2H6NO2P
Method: DFT, ωB97M-V with the def2-TZVPD basis set

Summary:
E_HOMO: -0.34911 Ha
SMILES string: [H][H].C=C=O.NP=O

Each line ends with the Mulliken charge.
CARTESIAN COORDINATES (ANGSTROEM)
H1 1.03 -2.13 -0.74  -0.19
H2 0.98 -2.83 -0.44  0.19
C1 1.53 1.38 2.20  -0.87
C2 1.07 1.01 1.04  0.79
O1 0.48 0.80 0.04  -0.39
H3 0.82 1.98 2.81  0.24
H4 2.38 0.88 2.65  0.26
N1 -1.49 -0.34 -2.16  -0.52
P1 -1.63 -0.71 -0.43  0.47
O2 -2.70 0.10 0.13  -0.49
H5 -0.61 -0.58 -2.58  0.26
H6 -1.86 0.44 -2.51  0.25

<S>
Molecular formula: C2H6NO2P
Method: DFT, ωB97M-V with the def2-TZVPD basis set

Summary:
E_HOMO: -0.34065 Ha
SMILES string: CN(O)C(=O)P

Each line ends with the Mulliken charge.
CARTESIAN COORDINATES (ANGSTROEM)
C1 1.60 -0.35 -0.11  -0.87
N1 0.17 -0.02 -0.08  0.17
O1 -0.07 1.26 0.35  -0.47
C2 -0.90 -0.82 -0.24  0.41
O2 -0.89 -1.90 -0.76  -0.57
P1 -2.51 0.23 -0.14  -0.08
H1 1.70 -1.05 -0.95  0.34
H2 2.10 0.59 -0.04  0.33
H3 1.85 -0.96 0.69  0.29
H4 0.21 1.80 -0.37  0.35
H5 -2.62 0.26 1.36  0.06
H6 -3.10 -0.97 -0.13  0.04

Relative energy table, unit kJ/mol: <P> 16.7; <Q> 23.6; <R> 0.0; <S> 121.3

<P>
Molecular formula: C5H14NO2
Method: DFT, ωB97M-V with the def2-TZVPD basis set

Summary:
E_HOMO: -0.13727 Ha
total charge: -1

Each line ends with the Mulliken charge.
CARTESIAN COORDINATES (ANGSTROEM)
C1 0.33 0.69 -0.34  -0.78
N1 0.29 -0.22 0.80  -0.34
C2 0.22 -1.64 0.32  -0.80
O1 1.13 -2.08 -0.51  -0.77
C3 -1.20 0.88 -0.79  -0.29
C4 -1.89 1.92 0.01  -0.71
C5 -2.18 3.33 -0.62  -1.00
H1 0.72 1.62 -0.09  0.54
H2 0.88 0.23 -1.25  0.25
H3 1.12 -0.07 1.43  0.26
H4 0.34 -2.15 1.22  0.59
H5 -0.84 -1.65 -0.12  0.20
H6 -1.75 -0.06 -0.69  0.14
H7 -1.14 1.15 -1.90  0.34
H8 -2.77 1.41 0.36  0.40
H9 -1.45 2.22 1.02  0.30
H10 -1.16 3.84 -0.67  0.22
H11 -2.89 3.78 0.09  0.33
H12 -2.45 3.23 -1.71  0.31
H13 2.91 -1.92 1.39  0.22
H14 2.00 -2.68 0.25  0.46
O2 2.96 -2.74 0.96  -0.85

<Q>
Molecular formula: C5H14NO2
Method: DFT, ωB97M-V with the def2-TZVPD basis set

Summary:
E_HOMO: -0.13501 Ha
total charge: -1

Each line ends with the Mulliken charge.
CARTESIAN COORDINATES (ANGSTROEM)
C1 1.20 -2.04 -1.53  -1.45
C2 0.67 -1.33 -0.30  -0.12
N1 1.47 -0.14 0.02  -0.62
C3 0.24 0.43 2.17  -1.19
C4 0.70 0.89 0.82  0.28
C5 -0.42 1.53 -0.14  -0.64
O1 -1.69 1.58 0.37  -0.80
H1 2.27 -2.21 -1.44  0.35
H2 0.94 -1.54 -2.46  0.33
H3 0.75 -3.04 -1.62  0.40
H4 0.60 -2.05 0.52  0.24
H5 -0.36 -0.99 -0.47  0.27
H6 1.72 0.28 -0.86  0.28
H7 -0.65 1.03 2.40  0.29
H8 0.10 -0.63 2.33  0.29
H9 0.86 0.87 2.96  0.30
H10 1.50 1.64 0.84  0.39
H11 -0.04 2.55 -0.35  0.26
H12 -0.34 0.94 -1.06  0.29
H13 -2.38 0.88 -0.42  0.51
H14 -3.91 0.97 -0.71  0.22
O2 -3.24 0.40 -1.08  -0.90

<R>
Molecular formula: C5H14NO2
Method: DFT, ωB97M-V with the def2-TZVPD basis set

Summary:
E_HOMO: -0.11192 Ha
total charge: -1

Each line ends with the Mulliken charge.
CARTESIAN COORDINATES (ANGSTROEM)
C1 1.18 1.72 1.10  -1.09
N1 0.04 1.32 0.25  0.07
C2 -1.09 2.15 0.78  -1.06
C3 -0.13 -1.11 1.23  -1.60
C4 -0.46 -0.08 0.11  0.42
C5 0.40 -0.65 -1.06  -0.60
O1 -0.27 -0.93 -2.24  -0.87
H1 2.01 1.08 0.68  0.34
H2 1.11 1.78 2.25  0.26
H3 1.35 2.79 0.94  0.41
H4 -1.60 1.69 1.60  0.35
H5 -0.74 3.14 1.00  0.40
H6 -1.88 2.38 -0.02  0.26
H7 -0.80 -0.88 2.12  0.26
H8 -0.20 -2.13 0.94  0.52
H9 0.93 -1.07 1.42  0.43
H10 -1.54 -0.07 -0.34  0.29
H11 1.28 -0.07 -1.44  0.12
H12 0.88 -1.82 -0.70  0.12
H13 -0.19 -2.32 -2.41  0.53
H14 -0.18 -3.55 -3.61  0.23
O2 -0.12 -3.37 -2.59  -0.81

Relative energy table, unit kJ/mol: <P> 49.7; <Q> 0.0; <R> 184.0

<P>
Molecular formula: C2H3NS3
Method: DFT, ωB97M-V with the def2-TZVPD basis set

Summary:
2S+1: 3
E_HOMO (alpha / beta): -0.29151 / -0.32186 Ha
⟨S²⟩: 2.0154

Each line ends with the Löwdin spin population.
CARTESIAN COORDINATES (ANGSTROEM)
C1 0.33 -0.61 -0.10  0.21
C2 1.61 -0.90 0.19  0.11
N1 -1.52 1.18 0.01  0.33
S1 0.14 1.08 -0.28  0.19
S2 2.66 0.42 0.29  0.52
S3 -2.62 -0.01 0.40  0.63
H1 -0.41 -1.20 -0.41  0.01
H2 1.91 -1.87 0.22  0.00
H3 -2.10 1.91 -0.34  0.00

<Q>
Molecular formula: C2H3NS3
Method: DFT, ωB97M-V with the def2-TZVPD basis set

Summary:
2S+1: 3
E_HOMO (alpha / beta): -0.22056 / -0.33491 Ha
⟨S²⟩: 2.0057

Each line ends with the Löwdin spin population.
CARTESIAN COORDINATES (ANGSTROEM)
C1 4.53 0.10 0.21  0.03
C2 0.66 0.08 0.88  0.62
N1 1.11 0.11 -0.32  0.42
S1 5.13 -1.20 0.72  0.02
S2 4.14 1.49 -0.34  0.04
S3 2.12 -0.95 -1.12  0.77
H1 0.78 -0.76 1.46  0.05
H2 0.02 0.86 1.29  0.05
H3 0.84 0.98 -0.80  0.00

Relative energy table, unit kJ/mol: <P> 0.0; <Q> 29.6

<P>
Molecular formula: C3H8NO2
Method: DFT, ωB97M-V with the def2-TZVPD basis set

Summary:
E_HOMO: -0.53224 Ha
SMILES string: [NH3+]CC(=O)CO
total charge: +1

Each line ends with the Mulliken charge.
CARTESIAN COORDINATES (ANGSTROEM)
N1 -1.97 0.68 0.24  -0.32
C1 -0.94 -0.47 -0.02  -0.73
C2 0.40 0.26 -0.17  0.85
O1 0.37 1.42 0.05  -0.54
C3 1.63 -0.64 -0.22  -0.67
O2 2.66 -0.02 0.46  -0.48
H1 -1.55 1.56 -0.17  0.39
H2 -1.94 0.64 1.21  0.34
H3 -3.00 0.63 0.01  0.35
H4 -0.73 -1.18 0.78  0.38
H5 -1.27 -0.94 -1.01  0.34
H6 1.43 -1.53 0.29  0.43
H7 1.76 -1.01 -1.32  0.33
H8 3.15 0.59 -0.13  0.35

<Q>
Molecular formula: C3H8NO2
Method: DFT, ωB97M-V with the def2-TZVPD basis set

Summary:
E_HOMO: -0.57263 Ha
SMILES string: C[C@@H]([NH3+])C(=O)O
total charge: +1

Each line ends with the Mulliken charge.
CARTESIAN COORDINATES (ANGSTROEM)
C1 0.24 -1.41 0.34  -1.37
C2 -0.07 -0.14 -0.38  0.22
N1 -1.48 0.34 -0.07  -0.35
C3 0.81 1.10 -0.14  0.54
O1 0.31 2.15 0.17  -0.53
O2 2.07 0.74 -0.05  -0.38
H1 0.66 -1.29 1.34  0.35
H2 -0.63 -2.06 0.52  0.44
H3 0.86 -2.07 -0.26  0.34
H4 -0.07 -0.24 -1.47  0.28
H5 -1.50 0.64 0.89  0.35
H6 -2.19 -0.38 -0.20  0.35
H7 -1.75 1.17 -0.60  0.37
H8 2.73 1.46 -0.09  0.39

Relative energy table, unit kJ/mol: <P> 174.5; <Q> 0.0

<P>
Molecular formula: C4H7N3O
Method: DFT, ωB97M-V with the def2-TZVPD basis set

Summary:
E_HOMO: -0.33503 Ha
SMILES string: [H]/N=C\N(O)CCC#N

Each line ends with the Mulliken charge.
CARTESIAN COORDINATES (ANGSTROEM)
H1 0.29 2.01 1.44  0.27
N1 -0.07 2.24 0.34  -0.62
C1 -0.69 1.37 -0.39  0.18
N2 -1.07 0.16 -0.01  0.01
O1 -1.63 -0.50 -1.11  -0.48
C2 -0.21 -0.72 0.82  -0.71
C3 1.11 -1.14 0.04  -0.36
C4 1.98 -0.14 -0.44  0.25
N3 2.70 0.73 -0.82  -0.43
H2 -0.86 1.37 -1.67  0.26
H3 -2.77 -0.23 -0.94  0.38
H4 -0.03 -0.19 1.90  0.30
H5 -0.90 -1.58 1.12  0.30
H6 0.54 -1.50 -0.86  0.24
H7 1.62 -1.87 0.58  0.41

<Q>
Molecular formula: C4H7N3O
Method: DFT, ωB97M-V with the def2-TZVPD basis set

Summary:
E_HOMO: -0.32654 Ha
SMILES string: [H]/N=C1\NN[C@@H]2C[C@]12O

Each line ends with the Mulliken charge.
CARTESIAN COORDINATES (ANGSTROEM)
H1 2.60 1.80 0.23  0.23
N1 2.08 0.79 0.24  -0.67
C1 0.76 0.76 0.08  0.21
N2 -0.33 1.56 -0.29  -0.24
N3 -1.55 0.78 -0.28  -0.42
C2 -1.08 -0.58 -0.39  -0.06
C3 -0.67 -1.12 0.94  -1.14
C4 0.35 -0.60 -0.06  0.84
O1 1.21 -1.33 -0.81  -0.67
H2 -0.46 2.37 0.39  0.29
H3 -1.87 0.83 -1.30  0.34
H4 -1.59 -1.21 -1.18  0.32
H5 -0.92 -0.54 1.80  0.26
H6 -0.85 -2.15 1.10  0.32
H7 2.30 -1.35 -0.48  0.40

Relative energy table, unit kJ/mol: <P> 129.1; <Q> 0.0

<P>
Molecular formula: C4H7N3O
Method: DFT, ωB97M-V with the def2-TZVPD basis set

Summary:
E_HOMO: -0.31140 Ha
SMILES string: CNc1ocnc1N

Each line ends with the Mulliken charge.
CARTESIAN COORDINATES (ANGSTROEM)
C1 2.33 -0.30 -0.49  -0.65
N1 1.33 0.02 0.60  -0.33
C2 -0.06 -0.21 0.24  0.08
O1 -0.75 -1.54 0.42  -0.31
C3 -1.83 -1.49 -0.20  0.11
N2 -2.29 -0.23 -0.27  -0.63
C4 -1.17 0.47 0.01  0.41
N3 -1.19 1.96 0.00  -0.54
H1 2.18 0.88 -1.09  0.23
H2 2.01 -1.30 -1.18  0.22
H3 3.46 -0.26 -0.16  0.32
H4 1.49 -0.50 1.45  0.32
H5 -2.66 -2.36 -0.06  0.26
H6 -0.68 2.44 0.70  0.25
H7 -2.16 2.42 0.03  0.27

<Q>
Molecular formula: C4H7N3O
Method: DFT, ωB97M-V with the def2-TZVPD basis set

Summary:
E_HOMO: -0.30928 Ha

Each line ends with the Mulliken charge.
CARTESIAN COORDINATES (ANGSTROEM)
C1 0.72 -0.26 -0.42  0.28
C2 1.21 1.08 -0.53  -0.46
C3 0.07 1.91 -0.36  -0.57
C4 -0.77 -0.01 -0.18  0.40
H1 2.40 -1.35 0.50  0.24
H2 1.07 -0.92 1.57  0.24
H3 1.01 -0.73 -1.31  0.30
H4 2.26 1.30 -0.62  0.39
H5 0.09 2.99 -0.55  0.42
H6 -1.06 -1.85 0.56  0.29
H7 -2.77 -0.06 0.91  0.40
N1 1.33 -1.20 0.58  -0.65
N2 -1.12 1.20 -0.10  -0.64
N3 -1.52 -1.17 -0.11  -0.22
O1 -2.94 -0.93 0.06  -0.41

Relative energy table, unit kJ/mol: <P> 0.0; <Q> 38.9